Record 1
20
Properties=species:S:1:pos:R:3:forces:R:3:nbo_charge:R:1 method="wB97M-V/def2-TZVPD" fmax_ev_per_a=2.897 e_lumo_ev="-5.4 / -8.9" multiplicity=3 de_lowest_kj_mol=0.0 total_charge=+1 s2=2.058 homo_ev="-10.233 / -14.048" total_energy_ev=-15036.1219
C 3.5698 -0.6776 -0.1107 -0.290 -0.318 0.066 -0.181
C 3.7859 0.6872 -0.0209 0.856 -0.895 -0.828 -0.123
C 2.2720 -1.1667 -0.0777 1.839 -0.637 0.599 -0.087
C 2.6706 1.5190 0.0997 -1.156 1.132 -0.511 0.151
C 1.2156 -0.2527 0.0361 -1.887 0.898 0.582 0.187
C -0.1480 -0.8249 0.0616 -1.775 2.172 -0.725 0.639
C -4.7832 0.3066 0.0158 0.262 0.088 -0.036 -0.234
C -3.4805 0.6683 -0.0680 -0.095 0.196 -0.013 -0.316
C -2.4428 -0.2696 0.0201 -1.062 -1.052 0.109 0.238
N 1.4527 1.0534 0.1257 -0.232 -0.473 -0.015 -0.273
O -0.4165 -1.9839 0.1187 0.369 -1.456 0.216 -0.493
O -1.2085 0.1310 -0.0127 2.893 0.092 0.079 -0.421
H 4.3996 -1.3612 -0.2064 0.065 -0.037 -0.007 0.264
H 4.7798 1.1060 -0.0412 0.059 0.074 0.237 0.260
H 2.0567 -2.2209 -0.1470 -0.149 -0.095 -0.278 0.275
H 2.7667 2.5934 0.1774 0.172 0.096 0.523 0.246
H -5.5656 1.0466 -0.0465 -0.039 0.024 -0.005 0.219
H -5.0809 -0.7225 0.1508 0.008 -0.103 0.006 0.204
H -3.2023 1.7068 -0.1989 -0.019 0.036 0.014 0.235
H -2.6411 -1.3382 0.1240 0.181 0.256 -0.013 0.211

Record 2
48
Properties=species:S:1:pos:R:3:forces:R:3:nbo_charge:R:1 method="wB97M-V/def2-TZVPD" fmax_ev_per_a=9.316 e_lumo_ev=2.2 de_lowest_kj_mol=382.8 total_charge=-1 homo_ev=-4.544 total_energy_ev=-106374.3947
Cl 3.6260 1.0564 -3.4295 -0.149 0.002 0.087 -0.293
B 2.5945 -0.3919 -2.8409 0.663 0.223 0.264 0.487
Cl 1.5732 -1.0410 -4.2590 -0.123 -0.011 -0.007 -0.293
Cl 3.8095 -1.7903 -2.3304 -0.051 0.002 0.041 -0.351
O 1.8631 0.0447 -1.6807 -0.637 -0.164 0.070 -0.761
C 1.0143 -0.9079 -1.0988 -0.468 -2.008 -4.425 0.358
C -0.3862 -0.8441 -1.7073 0.205 0.281 0.116 -0.081
C -1.0903 -2.0256 -1.8822 -0.532 0.112 -0.158 -0.179
C -2.3899 -2.0034 -2.4173 -0.246 0.943 0.694 -0.263
C -2.9789 -0.7447 -2.6894 1.953 -0.517 -0.551 -0.060
Cl -4.6323 -0.6554 -3.1689 -0.489 -0.002 -0.133 -0.023
C -2.1633 0.4006 -2.7794 0.138 -0.231 0.876 -0.268
C -0.8584 0.3449 -2.2581 -0.920 -0.502 -0.547 -0.057
H 1.3946 -1.9029 -1.3297 -0.009 -0.256 -1.107 0.186
H -0.5952 -2.9580 -1.6097 -0.331 0.133 -0.059 0.229
H -2.9828 -2.9092 -2.5214 0.136 0.154 0.012 0.219
H -2.5635 1.3431 -3.1605 0.073 -0.378 0.096 0.219
H -0.1742 1.1759 -2.3500 -0.183 0.129 0.202 0.236
F 1.7630 -1.2268 2.2483 -1.040 0.435 1.566 -0.287
C 0.5681 -0.8910 1.7441 3.131 -1.201 -4.011 0.133
S -0.6728 -2.1032 2.2090 -1.497 -0.154 -0.524 2.153
C -2.1134 -1.0627 2.1897 -0.257 0.122 -0.146 -0.288
C -2.9828 -1.1831 1.1093 0.133 0.053 -0.190 -0.190
C -4.0164 -0.2595 0.9472 -0.098 -0.144 0.202 -0.196
C -4.2326 0.7041 1.9395 0.135 0.005 -0.086 -0.178
C -3.3908 0.7909 3.0562 0.121 -0.260 -0.048 -0.214
C -2.3097 -0.0888 3.1743 -0.061 0.029 0.113 -0.201
O -0.6837 -3.0011 1.0888 -0.192 -0.048 0.491 -0.892
O -0.4483 -2.5573 3.5472 0.448 0.211 0.000 -0.893
S 0.5417 0.7636 1.1121 -1.384 6.408 6.619 1.227
C 2.1870 1.3828 0.8547 1.276 -0.143 -1.202 -0.152
C 2.3015 2.7663 1.0156 -0.330 0.008 0.152 -0.211
C 3.5466 3.3857 0.9842 0.122 -0.312 -0.062 -0.234
C 4.6864 2.6092 0.7481 0.094 0.004 -0.058 -0.200
C 4.5810 1.2413 0.5023 -0.099 0.234 0.394 -0.198
C 3.3389 0.6361 0.5900 -0.124 -0.234 -0.097 -0.200
O 1.2246 -0.9675 0.2193 -0.252 -1.507 3.065 -0.648
O -0.6021 1.2248 0.2823 0.538 -1.473 -1.320 -0.908
H -2.8229 -2.0022 0.4091 -0.006 0.407 -0.049 0.256
H -4.6464 -0.3131 0.0476 0.253 0.032 0.558 0.233
H -5.0693 1.4014 1.8481 0.310 -0.198 -0.036 0.215
H -3.5734 1.5431 3.8375 0.120 -0.418 -0.465 0.220
H -1.6459 -0.0452 4.0395 -0.125 0.063 -0.294 0.235
H 1.4002 3.3518 1.1744 0.094 -0.040 0.088 0.220
H 3.6220 4.4654 1.1565 -0.010 -0.480 -0.128 0.210
H 5.6725 3.0590 0.7605 -0.078 0.136 -0.105 0.204
H 5.4428 0.6107 0.2565 -0.284 0.433 0.138 0.224
H 3.2735 -0.4258 0.4209 0.035 0.127 -0.035 0.255